{"formula": "C4H15N2O2", "method": "wB97M-V/def2-TZVPD", "multiplicity": 1, "largest_force_ha_per_bohr": 0.100, "e_above_lowest_kj_mol": 246.16, "homo_energy_ev": -12.562, "charge": 1, "species": ["O", "O", "N", "N", "C", "C", "C", "C", "H", "H", "H", "H", "H", "H", "H", "H", "H", "H", "H", "H", "H", "H", "H"], "coordinates": [[-0.297, -3.440, 1.474], [-1.160, 3.018, 2.908], [2.024, 0.599, -2.414], [-0.828, -1.244, 0.423], [1.122, 0.634, -1.344], [-0.243, -0.007, -1.690], [1.384, 1.201, -0.182], [-1.383, -0.181, -0.655], [-0.786, -2.110, -0.098], [2.675, -0.116, -2.407], [-0.665, 0.674, -2.553], [-2.037, 3.192, 2.937], [2.367, 1.521, -2.600], [-0.578, -4.313, 1.219], [0.577, 1.320, 0.530], [-0.686, 3.204, 3.738], [-0.007, -3.634, 2.392], [-1.718, 0.554, -0.001], [-1.473, -1.304, 1.265], [2.340, 1.603, 0.193], [0.109, -0.921, -2.099], [-2.236, -0.622, -1.246], [0.119, -1.034, 0.841]]}